No. 1
{
  "formula": "C27H52IrP2Si",
  "method": "ωB97M-V/def2-TZVPD",
  "max_force_ha_per_bohr": 0.038,
  "s_squared": 6.0166,
  "spin_multiplicity": 5,
  "homo_lumo_gap_ev": [5.62, 5.99],
  "mol_weight_g_mol": 659.0,
  "lumo_ev": [-1.83, -4.83],
  "charge": 1,
  "e_tot_ha": -2136.0781,
  "de_lowest_kcal_mol": 0.0,
  "homo_energy_ev": [-7.446, -10.826],
  "symbols": ["Ir", "C", "C", "C", "C", "C", "C", "H", "H", "H", "C", "H", "H", "H", "C", "H", "H", "H", "C", "H", "H", "H", "C", "H", "H", "H", "C", "C", "C", "C", "C", "C", "C", "C", "H", "H", "H", "H", "H", "H", "H", "H", "H", "H", "H", "H", "P", "C", "C", "P", "C", "C", "C", "H", "H", "H", "H", "H", "H", "H", "H", "H", "H", "H", "H", "H", "H", "C", "Si", "C", "C", "C", "H", "H", "H", "H", "H", "H", "H", "H", "H", "H", "H"],
  "positions_angstrom": [[0.21143, -0.45036, 1.07519], [-0.74169, -2.23780, 2.15401], [0.58408, -2.56575, 1.66197], [0.80084, -1.08593, 3.45609], [-0.58806, -1.36266, 3.28971], [1.52988, -1.76903, 2.41967], [-2.01798, -2.89495, 1.75497], [-1.91394, -3.42704, 0.80336], [-2.83557, -2.16625, 1.67405], [-2.30742, -3.63040, 2.51903], [-1.68406, -0.91477, 4.18115], [-2.66659, -1.16427, 3.76020], [-1.64930, 0.16842, 4.36635], [-1.60876, -1.40956, 5.16219], [1.41641, -0.28977, 4.54168], [1.42891, -0.86019, 5.48297], [0.86483, 0.63798, 4.73731], [2.45581, -0.03140, 4.30431], [3.01644, -1.84614, 2.33193], [3.40374, -2.46771, 3.15270], [3.47241, -0.85200, 2.43092], [3.33564, -2.29917, 1.38756], [0.93503, -3.73197, 0.79758], [1.05063, -4.63260, 1.42340], [1.89074, -3.57753, 0.28467], [0.15011, -3.95357, 0.06815], [-1.32182, 0.69666, -4.07566], [-1.48495, -0.62865, -4.20802], [-0.80481, -1.45384, -5.26085], [0.67566, -1.06233, -5.56591], [1.47427, -0.61259, -4.38721], [1.65333, 0.67810, -4.03038], [0.91909, 1.81987, -4.67285], [-0.57481, 1.55234, -5.04618], [-1.39962, -1.37766, -6.19601], [0.70449, -0.32909, -6.39805], [-0.80824, -2.52442, -4.98732], [-0.63295, 1.14992, -6.07693], [-1.88239, 1.25397, -3.31767], [-2.33859, -1.11786, -3.72179], [-1.08791, 2.53659, -5.06502], [0.93285, 2.70984, -4.01607], [2.47508, 0.97436, -3.37006], [1.47038, 2.10437, -5.59278], [1.17175, -1.98180, -5.94127], [2.02270, -1.42602, -3.91495], [-1.18159, -0.14689, -0.66967], [-2.71685, 0.72999, -0.65651], [-1.27427, -1.79896, -1.38950], [1.69591, 0.32897, -0.46670], [0.20209, 0.74732, -1.49878], [2.59787, -1.02819, -1.21415], [2.82882, 1.66974, -0.16780], [-2.76155, 1.39685, 0.21490], [-3.54349, 0.00873, -0.58224], [-2.84538, 1.32232, -1.57163], [-1.03021, -1.79701, -2.45907], [-2.29513, -2.18658, -1.25572], [-0.56596, -2.47692, -0.89675], [3.11206, 2.13101, -1.12413], [3.72992, 1.26250, 0.31592], [2.39504, 2.42873, 0.49116], [0.03226, 1.82957, -1.58620], [0.28536, 0.29811, -2.48922], [3.58950, -1.08969, -0.74558], [2.71752, -0.86419, -2.28699], [2.07198, -1.97631, -1.05097], [-0.55187, 2.58076, 4.73340], [-0.98592, 2.55497, 2.88310], [-2.78083, 2.05982, 2.68793], [-0.81390, 4.37938, 2.38446], [0.19699, 1.55383, 1.74509], [-1.03439, 3.46845, 5.17834], [0.53047, 2.69202, 4.90073], [-0.90134, 1.71323, 5.30801], [-3.34001, 2.33819, 3.59963], [-3.23955, 2.60273, 1.84662], [-2.91695, 0.97796, 2.52668], [0.19263, 4.76566, 2.60731], [-1.00166, 4.52669, 1.31134], [-1.53483, 4.99951, 2.93930], [1.19601, 1.65220, 2.21611], [0.24419, 2.19808, 0.84550]],
  "lowdin_charge": [1.06, -0.33, -0.33, -0.27, -0.26, -0.33, -0.04, 0.06, 0.08, 0.10, -0.02, 0.08, 0.04, 0.11, -0.01, 0.11, 0.04, 0.09, -0.04, 0.10, 0.08, 0.07, -0.02, 0.11, 0.07, 0.07, -0.14, -0.15, -0.17, -0.18, -0.12, -0.16, -0.17, -0.17, 0.13, 0.11, 0.11, 0.11, 0.09, 0.11, 0.12, 0.11, 0.10, 0.13, 0.12, 0.10, 0.70, -0.22, -0.23, 0.70, -0.47, -0.23, -0.23, 0.02, 0.07, 0.04, 0.02, 0.07, 0.01, 0.05, 0.06, 0.04, 0.08, -0.01, 0.06, 0.01, 0.03, -0.20, 0.46, -0.20, -0.19, -0.43, 0.04, 0.04, 0.02, 0.05, 0.03, 0.01, 0.04, 0.03, 0.04, 0.01, -0.02]
}

No. 2
{
  "formula": "C5H9O",
  "method": "ωB97M-V/def2-TZVPD",
  "max_force_ha_per_bohr": 0.025,
  "homo_lumo_gap_ev": 6.36,
  "mol_weight_g_mol": 85.1,
  "lumo_ev": 4.09,
  "charge": -1,
  "e_tot_ha": -271.1008,
  "de_lowest_kcal_mol": 3.7,
  "homo_energy_ev": -2.274,
  "symbols": ["C", "C", "C", "C", "C", "O", "H", "H", "H", "H", "H", "H", "H", "H", "H"],
  "positions_angstrom": [[1.49214, 1.45390, -1.45891], [0.42709, 0.80148, -0.97358], [0.66171, -0.41348, -0.12985], [-0.27064, -0.40316, 1.10157], [-1.68773, -0.87819, 0.75601], [-2.38582, -0.01078, -0.00283], [2.48342, 1.03587, -1.28923], [1.53107, 2.42449, -1.93062], [-0.61111, 1.06533, -1.14326], [0.48616, -1.39485, -0.58927], [1.68715, -0.37150, 0.23464], [-0.29524, 0.64128, 1.45502], [0.19040, -0.86383, 1.99426], [-1.54413, -1.88120, 0.25859], [-2.16447, -1.20535, 1.71743]],
  "nbo_charge": [-0.47, -0.13, -0.45, -0.42, -0.01, -0.96, 0.16, 0.18, 0.26, 0.20, 0.18, 0.18, 0.17, 0.05, 0.06]
}

No. 3
{
  "formula": "CH6NO",
  "method": "ωB97M-V/def2-TZVPD",
  "max_force_ha_per_bohr": 0.025,
  "homo_lumo_gap_ev": 7.11,
  "mol_weight_g_mol": 48.1,
  "lumo_ev": 4.78,
  "charge": -1,
  "e_tot_ha": -171.6610,
  "de_lowest_kcal_mol": 5.4,
  "homo_energy_ev": -2.327,
  "symbols": ["O", "H", "C", "N", "H", "H", "H", "H", "H"],
  "positions_angstrom": [[1.73084, 0.27602, 1.20641], [1.89084, 0.45540, 2.13021], [-0.87918, 0.22185, -0.21633], [-0.12463, -0.51560, -1.22504], [-0.63311, 1.28266, -0.32095], [-0.66394, 0.02613, 0.83185], [-1.94929, 0.13285, -0.45422], [0.85312, -0.38029, -0.96586], [-0.22464, -1.49902, -0.98608]],
  "nbo_charge": [-1.38, 0.39, -0.41, -0.86, 0.19, 0.22, 0.14, 0.39, 0.32]
}

No. 4
{
  "formula": "C23H30BrF3N3O6S2Ti",
  "method": "ωB97M-V/def2-TZVPD",
  "max_force_ha_per_bohr": 0.043,
  "s_squared": 2.0134,
  "spin_multiplicity": 3,
  "homo_lumo_gap_ev": [4.55, 8.10],
  "mol_weight_g_mol": 693.4,
  "lumo_ev": [2.39, 2.39],
  "charge": -1,
  "e_tot_ha": -6029.9234,
  "de_lowest_kcal_mol": 12.6,
  "homo_energy_ev": [-2.160, -5.715],
  "symbols": ["Ti", "F", "C", "F", "F", "C", "O", "O", "S", "C", "N", "C", "C", "C", "C", "C", "C", "H", "H", "H", "H", "H", "C", "C", "C", "S", "O", "C", "C", "C", "H", "H", "H", "H", "H", "H", "H", "H", "H", "H", "H", "H", "H", "H", "Br", "C", "C", "C", "C", "C", "C", "O", "N", "C", "O", "N", "C", "O", "H", "H", "H", "H", "H", "H", "H", "H", "H", "H", "H"],
  "positions_angstrom": [[-0.13430, -0.67834, -0.26495], [-0.53715, -1.88205, 4.13976], [0.54425, -2.04611, 3.34156], [0.22420, -2.93701, 2.40970], [1.53519, -2.54809, 4.09479], [0.95998, -0.66084, 2.78277], [1.43629, 0.09530, 3.60760], [0.70003, -0.40425, 1.55768], [-2.90123, -1.36858, -3.65972], [-1.40800, -1.49691, -2.75915], [-1.05591, -0.36275, -2.06235], [-1.96590, 0.66009, -2.32799], [-1.93231, 1.96326, -1.82674], [-2.94637, 2.85750, -2.14245], [-4.00649, 2.48772, -2.96406], [-4.05577, 1.19768, -3.48057], [-3.04257, 0.30372, -3.16633], [-0.81734, -2.39542, -2.78128], [-1.13952, 2.25774, -1.15894], [-2.91308, 3.85882, -1.72650], [-4.79306, 3.19668, -3.19988], [-4.88121, 0.88926, -4.11358], [1.56405, 5.19074, 1.14012], [0.99131, 4.70714, -0.19234], [1.68132, 3.44888, -0.70245], [1.25251, 2.02783, 0.34056], [1.07035, 0.92476, -0.71131], [2.87778, 1.74436, 1.11526], [3.72556, 0.71512, 0.38377], [4.21102, 1.13697, -1.00163], [1.04169, 6.08116, 1.49347], [2.62637, 5.43650, 1.04298], [1.46149, 4.42218, 1.91363], [1.09491, 5.48765, -0.94802], [-0.07806, 4.50728, -0.07577], [2.76502, 3.56306, -0.74230], [1.31840, 3.15099, -1.68663], [2.63497, 1.40747, 2.12098], [3.36739, 2.72093, 1.17763], [3.16049, -0.21323, 0.29250], [4.58397, 0.50283, 1.02812], [3.37011, 1.25319, -1.68595], [4.86225, 0.36651, -1.41963], [4.77625, 2.07620, -0.96333], [1.55990, -2.25117, -1.11840], [-2.18202, 1.12452, 4.53178], [-3.41460, 1.55195, 3.73273], [-3.54354, 0.83203, 2.38352], [-4.79454, 1.36199, 1.63216], [-5.13305, 0.66703, 0.31009], [-3.75179, -0.64745, 2.64250], [-4.49168, -1.07177, 3.49335], [-3.07817, -1.51542, 1.80473], [-2.16231, -1.11711, 0.86268], [-1.56523, -1.97197, 0.17202], [-1.81390, 0.16215, 0.70039], [-2.33451, 1.15275, 1.50334], [-1.91833, 2.28637, 1.48455], [-2.14082, 1.65214, 5.48694], [-1.25836, 1.34690, 3.99240], [-2.20103, 0.05252, 4.74992], [-3.37140, 2.62007, 3.52354], [-4.32019, 1.34395, 4.30410], [-4.60656, 2.42146, 1.44491], [-5.63462, 1.28173, 2.32484], [-4.30316, 0.71940, -0.40053], [-5.98948, 1.15296, -0.15902], [-5.39240, -0.38396, 0.46077], [-3.20378, -2.50821, 1.93563]],
  "nbo_charge": [1.25, -0.33, 0.88, -0.30, -0.32, 0.72, -0.64, -0.76, 0.28, -0.27, -0.64, 0.13, -0.23, -0.22, -0.26, -0.26, -0.14, 0.24, 0.22, 0.21, 0.20, 0.21, -0.61, -0.41, -0.59, 1.28, -0.96, -0.59, -0.42, -0.61, 0.21, 0.20, 0.21, 0.20, 0.22, 0.22, 0.26, 0.27, 0.21, 0.26, 0.21, 0.23, 0.22, 0.18, -0.52, -0.62, -0.36, -0.28, -0.35, -0.63, 0.73, -0.59, -0.65, 0.79, -0.64, -0.71, 0.72, -0.61, 0.21, 0.22, 0.21, 0.22, 0.21, 0.22, 0.21, 0.23, 0.21, 0.20, 0.43]
}